Entry from the OMol25 dataset: 2 unconnected molecules or ions with the total composition C4H7NO at a distorted geometry (the ωB97M-V functional and the def2-TZVPD basis).

Last column: Löwdin charge in e.
Geometry (Å):
N  2.52849  -0.78816  -0.14101  0.211
C  1.69987  -0.37885  -0.93259  -0.393
O  1.54706  0.35879  -1.87438  0.083
H  2.54686  -1.60364  0.43700  0.077
C  -1.70992  -0.73487  -0.27103  -0.006
C  -0.74192  0.17276  -0.19721  -0.295
C  -0.40597  1.00660  0.99751  -0.110
H  -2.12787  -1.07210  -1.20832  0.052
H  -2.14017  -1.18632  0.61391  0.055
H  -0.34313  0.51140  -1.24554  0.105
H  -0.17997  0.36742  1.85056  0.078
H  0.48010  1.58491  0.73094  0.066
H  -1.15344  1.76206  1.24017  0.078

Atomic forces in eV per Å
N -0.981 -0.948 0.942
C 3.451 3.067 -3.221
O -1.145 -2.102 1.741
H -0.308 -0.182 0.158
C 0.141 -0.382 0.462
C -1.068 1.179 -2.874
C 1.115 -0.140 -0.310
H 0.352 -0.224 -0.162
H -0.230 0.175 0.185
H -1.163 -0.294 2.477
H -0.088 0.239 0.232
H 0.217 -0.040 0.389
H -0.292 -0.348 -0.019

Calculated values
Energy above the lowest of the compared OMol25 structures with the same formula, charge and spin = 61.1 kcal per mole
SMILES = N=C=O.C=CC
Kohn-Sham gap = 9.8 eV
Maximum force = 5.629 eV Å⁻¹

=====

Entry from the OMol25 dataset: a molecular structure, BrCa2O4P at a distorted geometry (the ωB97M-V functional and the def2-TZVPD basis).

Last column: Löwdin charge in e.
Geometry (Å):
Ca  -6.49975  -5.22109  -23.24673  0.734
Ca  -9.12046  -2.24812  -22.31030  0.680
P  -4.56393  -4.21064  -17.89289  -0.183
O  -5.51334  -4.99307  -18.79952  -0.363
O  -4.25199  -2.84724  -18.46472  -0.160
O  -3.37063  -4.93458  -18.35482  -0.099
O  -4.64914  -3.89624  -16.40166  -0.275
Br  -7.24620  -3.63034  -20.82149  -0.333

Atomic forces in eV per Å
Ca -0.528 0.880 0.898
Ca 0.842 -0.803 0.069
P -1.884 1.746 1.784
O -1.301 -0.224 1.145
O 0.326 1.642 -1.027
O 3.997 -2.003 -0.998
O -1.124 -1.309 -1.089
Br -0.327 0.070 -0.782

Calculated values
Energy above the lowest of the compared OMol25 structures with the same formula, charge and spin = 237.5 kcal per mole
Kohn-Sham gap = 3.8 eV
Maximum force = 4.580 eV Å⁻¹

=====

Entry from the OMol25 dataset: a single C2H4Br2 molecule (the ωB97M-V functional and the def2-TZVPD basis).

Last column: Löwdin charge in e.
Geometry (Å):
Br  -14.41669  -6.43235  -14.11203  0.609
C  -15.41352  -6.13199  -12.48210  -0.719
C  -16.82227  -5.68550  -12.74254  -0.719
Br  -16.89442  -3.89284  -13.45418  0.612
H  -14.86687  -5.40106  -11.89550  0.052
H  -15.42518  -7.09320  -11.97193  0.057
H  -17.37609  -5.62834  -11.80836  0.056
H  -17.34397  -6.32206  -13.44837  0.052

Atomic forces in eV per Å
Br 0.074 0.028 -0.101
C -0.005 -0.211 0.066
C -0.157 0.138 0.088
Br -0.008 0.251 -0.161
H 0.048 -0.022 0.009
H 0.019 0.051 0.067
H 0.011 -0.154 0.025
H 0.017 -0.082 0.008

Calculated values
Energy above the lowest of the compared OMol25 structures with the same formula, charge and spin = 1.5 kcal per mole
SMILES = BrCCBr
Kohn-Sham gap = 10.9 eV
Maximum force = 0.299 eV Å⁻¹